69
Properties=species:S:1:pos:R:3:forces:R:3 method="wB97M-V/def2-TZVPD" largest_force_ev_per_a=3.6 total_charge=+3 e_above_lowest_kcal_mol=28.0 homo_energy_ha="-0.4771 / -0.4769" energy_ev=-152772.9359
Lu 3.306 -1.372 -1.557 -0.075 0.361 1.466
P -1.797 0.517 -2.625 0.083 0.836 -0.539
P -1.434 0.836 1.973 -0.866 0.082 0.187
P -0.372 -2.490 0.354 -0.444 0.123 1.585
H 4.641 -2.433 -3.908 -0.400 -0.301 0.206
C 3.794 -2.666 -3.247 2.194 0.517 -0.594
C 2.515 -2.052 -3.471 -2.572 -0.420 -0.417
H 2.362 -1.268 -4.238 0.421 -0.751 0.216
C -0.451 1.275 -3.550 0.173 -0.014 -0.130
C -3.213 1.616 -2.660 0.011 0.070 0.524
C -2.225 -0.965 -3.559 0.207 -0.766 0.255
C -0.987 0.761 3.763 0.053 -0.222 -0.214
C -0.901 2.556 1.637 -0.141 0.261 0.029
C -3.255 1.044 2.103 0.016 0.176 0.090
C 0.285 -3.996 -0.360 0.405 -0.562 -0.635
C -2.050 -2.289 -0.270 -0.386 0.191 -0.654
C -0.772 -2.874 2.057 -0.186 -0.567 0.097
H 4.015 -3.499 -2.583 -0.613 -0.783 -0.492
H 1.588 -2.664 -3.332 0.528 0.202 -0.432
H 0.505 1.143 -3.024 -0.226 -0.119 -0.270
H -0.676 2.326 -3.761 0.066 -0.132 0.084
H -0.414 0.736 -4.505 0.243 0.327 0.149
H -2.889 2.633 -2.383 -0.265 -0.347 -0.050
H -3.930 1.232 -1.923 -0.067 0.279 -0.248
H -3.665 1.622 -3.660 0.136 0.001 0.213
H -1.450 -1.160 -4.312 -0.192 0.070 0.260
H -3.181 -0.806 -4.060 0.035 0.118 0.040
H -2.323 -1.858 -2.940 -0.095 0.196 -0.395
H -1.658 1.429 4.326 0.308 -0.236 -0.103
H 0.058 1.078 3.912 -0.365 -0.199 0.016
H -1.115 -0.272 4.119 0.079 0.389 0.101
H -1.476 3.206 2.312 0.315 0.123 -0.272
H -1.122 2.832 0.597 -0.023 0.070 0.164
H 0.171 2.699 1.838 -0.246 -0.080 0.003
H -3.492 1.801 2.870 -0.151 -0.282 -0.345
H -3.708 0.079 2.384 0.081 0.403 -0.072
H -3.658 1.357 1.127 -0.004 -0.076 0.356
H -0.460 -4.801 -0.148 0.453 0.568 -0.098
H 1.247 -4.292 0.097 -0.397 0.240 -0.098
H 0.413 -3.923 -1.459 -0.053 0.014 0.543
H -2.572 -3.225 0.009 0.218 0.375 -0.125
H -2.060 -2.205 -1.361 -0.020 -0.145 0.575
H -2.586 -1.437 0.181 0.417 -0.329 -0.063
H -1.349 -3.803 1.994 -0.062 0.093 0.409
H -1.370 -2.066 2.498 0.159 -0.248 -0.202
H 0.132 -3.041 2.639 -0.313 -0.067 -0.055
C 2.537 -1.751 1.632 0.658 0.743 0.157
C 3.772 -1.920 0.913 -0.023 -0.939 -0.505
C 4.194 -3.280 0.738 -0.163 0.721 0.869
C 3.662 -4.275 1.586 -0.155 -0.036 -0.727
C 2.848 -3.918 2.665 0.476 0.352 -0.125
C 2.324 -2.617 2.722 -0.487 -0.171 -0.582
Se 0.937 -0.654 0.799 2.349 -0.925 0.542
H -1.348 0.430 -1.259 -0.402 -0.452 -0.697
H 4.477 -1.066 0.683 -1.062 -0.742 -0.167
H 4.930 -3.518 -0.044 0.087 0.002 0.657
H 3.884 -5.325 1.396 0.172 0.273 0.163
H 2.575 -4.651 3.428 0.242 0.283 -0.161
H 1.729 -2.309 3.590 -0.194 -0.171 -0.608
N 1.858 3.084 -1.339 -0.080 -0.024 0.060
C 3.322 2.681 -1.471 -0.363 1.562 0.065
C 3.428 1.230 -1.641 -0.070 -3.638 -0.062
O 4.509 0.558 -1.480 -1.695 1.819 -0.164
O 2.320 0.602 -1.906 1.103 1.891 0.282
H 1.298 2.872 -2.184 0.497 -0.093 0.451
H 1.819 4.095 -1.192 -0.063 0.075 0.060
H 1.405 2.621 -0.527 0.286 0.171 -0.540
H 3.709 3.210 -2.340 0.189 0.016 -0.017
H 3.812 3.062 -0.578 0.261 -0.157 -0.019

---

69
Properties=species:S:1:pos:R:3:forces:R:3 method="wB97M-V/def2-TZVPD" largest_force_ev_per_a=2.2 total_charge=+4 e_above_lowest_kcal_mol=11.4 homo_energy_ha="-0.7274 / -0.6524" energy_ev=-124973.3166
Sn 0.078 0.017 1.077 -0.414 0.179 2.149
P -2.545 -0.078 0.435 -0.205 0.064 -0.348
P 0.306 -2.657 0.775 0.062 -0.402 -0.499
P 0.108 2.729 0.756 -0.233 0.723 -0.585
H 1.955 -0.872 -1.131 0.018 0.297 0.232
C 2.036 0.077 -0.590 0.865 0.097 0.199
C 2.605 0.126 0.681 -0.315 -0.058 -1.209
H 2.975 -0.789 1.158 -0.223 0.457 -0.063
C -2.781 -0.131 -1.364 0.149 -0.026 -0.352
C -3.411 -1.531 1.078 0.306 -0.328 0.278
C -3.530 1.317 1.022 0.266 0.380 0.254
C 2.020 -3.259 0.825 0.189 0.353 0.115
C -0.551 -3.640 2.035 -0.144 0.124 0.343
C -0.340 -3.184 -0.847 -0.098 0.028 -0.183
C 1.772 3.456 0.744 0.281 -0.512 0.133
C -0.796 3.738 1.956 -0.167 -0.309 0.345
C -0.589 3.158 -0.880 -0.063 -0.169 -0.185
H 1.880 0.995 -1.169 0.034 -0.323 0.236
H 2.898 1.088 1.118 -0.204 -0.487 -0.046
H -3.854 -0.172 -1.602 0.252 0.017 0.076
H -2.287 -1.013 -1.797 -0.207 0.131 0.171
H -2.344 0.761 -1.836 -0.202 -0.130 0.197
H -4.472 -1.464 0.799 0.239 -0.005 0.033
H -3.329 -1.546 2.175 -0.117 0.011 -0.289
H -2.986 -2.462 0.679 -0.235 0.270 0.083
H -4.586 1.111 0.792 0.250 0.056 0.058
H -3.228 2.250 0.526 -0.166 -0.279 0.100
H -3.385 1.438 2.105 -0.135 -0.073 -0.308
H 2.024 -4.343 0.656 0.000 0.204 0.033
H 2.456 -3.045 1.813 -0.105 -0.147 -0.271
H 2.632 -2.766 0.058 -0.129 -0.265 0.136
H -0.714 -4.667 1.674 0.116 0.288 0.062
H -1.519 -3.192 2.291 0.235 -0.183 -0.043
H 0.075 -3.669 2.941 -0.224 -0.025 -0.323
H -0.057 -4.228 -1.055 -0.143 0.293 0.096
H 0.081 -2.545 -1.641 -0.128 -0.256 0.238
H -1.438 -3.097 -0.869 0.397 -0.103 -0.024
H 1.689 4.532 0.554 0.002 -0.189 0.035
H 2.398 2.990 -0.029 -0.111 0.274 0.141
H 2.243 3.296 1.726 -0.086 0.170 -0.258
H -0.783 4.790 1.638 0.068 -0.286 0.001
H -0.311 3.631 2.937 -0.192 0.125 -0.278
H -1.828 3.383 2.058 0.283 0.187 0.010
H -0.413 4.222 -1.103 -0.093 -0.308 0.097
H -1.674 2.963 -0.897 0.407 0.147 -0.022
H -0.108 2.548 -1.664 -0.165 0.273 0.217
C 1.036 0.142 -5.315 -1.104 -0.023 0.326
C 2.156 -0.075 -4.500 1.607 -0.089 0.468
C 3.446 -0.003 -5.028 -1.119 -0.185 0.977
C 3.631 0.251 -6.397 0.062 0.065 -0.225
C 2.515 0.435 -7.227 -1.112 0.041 -0.112
C 1.223 0.379 -6.697 0.330 0.237 -1.039
Se -0.722 0.138 -4.564 1.632 -0.167 -0.202
H -0.220 -0.185 -3.174 -0.236 0.181 -0.788
H 2.005 -0.293 -3.441 0.193 0.084 -0.344
H 4.302 -0.146 -4.373 -0.120 -0.007 -0.167
H 4.641 0.302 -6.810 -0.341 -0.015 0.099
H 2.652 0.624 -8.295 -0.077 -0.075 0.386
H 0.347 0.524 -7.339 0.432 -0.027 0.128
N -0.475 -1.134 5.886 0.112 -0.260 0.093
C -0.509 0.334 5.615 -0.008 0.372 -0.031
C -0.684 0.446 4.103 -0.618 0.840 -0.400
O -1.392 1.332 3.590 1.187 -1.363 0.319
O -0.037 -0.493 3.504 -0.295 0.232 -1.016
H -1.397 -1.537 5.683 0.256 -0.074 0.277
H -0.221 -1.343 6.854 -0.015 -0.114 0.032
H 0.203 -1.554 5.214 -0.411 0.256 0.516
H -1.312 0.816 6.160 -0.180 -0.109 0.081
H 0.439 0.770 5.945 -0.093 -0.085 -0.159

---

70
Properties=species:S:1:pos:R:3:forces:R:3 method="wB97M-V/def2-TZVPD" largest_force_ev_per_a=3.8 total_charge=-1 homo_energy_ha=-0.1571 energy_ev=-38306.2041
C 3.254 -1.990 1.035 -0.323 -0.268 -0.044
C 3.230 -0.615 0.243 2.493 2.362 0.441
O 4.187 0.174 0.444 -2.818 -2.473 -0.818
O 2.258 -0.220 -0.694 0.758 -0.848 2.430
C 0.899 -0.329 -0.135 -1.404 -0.151 -0.334
C 0.565 0.765 0.977 -0.089 0.436 -0.858
C -0.995 0.823 1.403 0.502 0.536 0.918
C -1.440 -0.303 2.452 0.125 -0.066 -0.146
C -1.495 -1.801 1.883 0.678 -0.187 1.063
Nb -2.842 -2.070 0.041 0.387 0.334 1.280
H 4.257 -2.063 1.580 -1.389 0.342 -1.008
H 3.163 -2.883 0.318 -0.098 1.348 1.078
H 2.450 -2.061 1.852 0.931 0.140 -1.459
H 0.186 -0.144 -1.015 1.198 -0.456 1.310
H 0.765 -1.407 0.195 -0.110 1.437 -0.249
H 1.273 0.686 1.870 -1.067 -0.077 -0.940
H 0.789 1.789 0.496 -0.167 -1.479 0.638
H -1.691 0.913 0.493 1.122 -0.528 1.253
H -1.111 1.832 1.952 0.199 -1.386 -0.791
H -2.478 -0.031 2.846 1.301 -0.330 -0.620
H -0.738 -0.253 3.367 -0.839 0.102 -1.284
H -1.991 -2.441 2.708 0.653 0.770 -1.181
H -0.449 -2.269 1.751 -1.357 0.819 0.317
H -3.737 -0.534 0.429 -0.546 0.497 0.207
H -1.662 -1.238 -1.069 0.165 0.001 -0.727
H -1.992 -3.675 -0.289 -0.049 -0.243 0.052
H -4.028 -3.037 1.063 -0.325 -0.348 -0.275
H -3.883 -2.409 -1.413 0.340 -0.343 -0.018
O 2.290 -4.698 4.709 0.789 0.264 -0.146
C 3.349 -4.158 4.914 -0.681 -0.389 0.253
O 4.306 -4.171 3.966 0.004 0.019 -0.596
C 5.533 -3.431 4.039 0.081 -0.057 0.227
C 6.569 -4.178 4.855 -0.002 -0.114 0.144
C 3.649 -3.540 6.251 -0.017 0.719 0.137
H 5.356 -2.416 4.406 -0.032 -0.108 0.063
H 5.891 -3.329 3.013 -0.263 -0.107 0.021
H 6.243 -4.323 5.887 0.034 0.110 -0.024
H 7.515 -3.633 4.865 -0.037 -0.025 -0.019
H 6.738 -5.172 4.434 0.013 0.117 -0.065
H 3.942 -4.325 6.949 -0.023 0.028 -0.031
H 2.744 -3.051 6.616 0.018 -0.301 -0.020
H 4.420 -2.772 6.222 0.134 -0.144 0.037
O -0.416 6.357 -0.357 0.128 -0.486 -0.504
C 0.044 5.817 -1.335 0.029 0.256 0.527
O -0.130 4.498 -1.521 -0.476 -0.086 0.176
C 0.235 3.797 -2.718 0.247 -0.099 -0.111
C 1.702 3.427 -2.701 0.205 0.080 0.113
C 0.887 6.590 -2.311 -0.235 0.287 -0.643
H -0.054 4.366 -3.607 0.074 0.070 0.098
H -0.359 2.880 -2.733 -0.104 0.196 0.246
H 2.343 4.310 -2.663 -0.042 -0.007 -0.106
H 1.962 2.849 -3.590 -0.025 -0.016 0.067
H 1.928 2.832 -1.813 -0.063 -0.075 -0.128
H 1.899 6.680 -1.915 -0.051 -0.009 -0.012
H 0.454 7.585 -2.429 0.138 -0.072 0.261
H 0.924 6.153 -3.308 0.175 -0.111 0.077
O -5.537 -1.564 -2.887 -0.071 0.716 -0.956
C -5.607 -0.672 -3.693 -0.289 -0.611 0.872
O -4.482 -0.082 -4.145 0.589 -0.074 -0.263
C -4.443 0.870 -5.213 -0.158 0.068 0.185
C -4.769 2.264 -4.713 -0.092 0.096 0.104
C -6.943 -0.145 -4.142 -0.333 -0.083 -0.647
H -5.086 0.556 -6.040 -0.060 0.044 0.094
H -3.420 0.857 -5.596 -0.043 -0.194 0.180
H -5.777 2.319 -4.298 0.013 -0.007 -0.104
H -4.688 2.991 -5.523 0.010 -0.017 0.023
H -4.082 2.548 -3.912 0.019 -0.057 -0.108
H -7.328 0.540 -3.386 0.017 -0.040 -0.024
H -7.628 -0.989 -4.248 0.097 0.087 0.279
H -6.921 0.354 -5.110 0.015 0.187 0.087